1.
This record from the Open Molecules 2025 dataset describes a single C22H18N2O5S molecule. The level of theory is wB97M-V/def2-TZVPD.

Energy relative to the best compared isomer or geometry (same formula, charge and spin), kJ/mol: 638.0
SMILES string: CCOc1ccc(NC(O)=S)c(-c2ccc([N+](=O)[O-])cc2C(=O)c2ccccc2)c1
E_HOMO, eV: -8.034
Orbital gap, eV: 7.1

```
! wB97M-V def2-TZVPD RIJCOSX def2/J DEFGRID3
* xyz 0 1
O -1.73075 -1.58498 0.31624
O 1.72967 -0.22966 6.03030
O 1.10911 -2.16467 5.29447
S 4.64616 0.75267 -0.03814
O 3.48255 1.12619 -2.28156
O -3.04461 2.11609 -2.31772
C -0.49897 -1.63130 0.54046
C 3.32168 0.96005 -0.91825
C 2.35882 -4.11251 -1.39556
C 0.97794 -4.30084 -1.54269
C 2.75703 -3.22521 -0.45973
C -0.76336 1.59409 -2.70322
C -0.01289 -3.64814 -0.82123
C 1.85691 -2.44720 0.26436
C 0.20495 1.45680 2.46352
C -1.61218 1.51336 -0.38348
C 0.53011 1.37309 -2.25308
C 0.66382 0.98368 3.67795
C 0.48501 -1.22034 2.86068
C -1.84760 1.82506 -1.75959
C 0.52079 -2.57666 0.02461
C 0.00366 -0.76053 1.58144
C -0.05805 0.64215 1.37708
C -0.24402 1.30856 0.01166
C 0.81611 1.29605 -0.90344
C 0.88085 -0.36598 3.88009
N 2.08183 1.21025 -0.32213
N 1.27127 -0.92494 5.13084
C -5.06890 3.41068 -2.03510
C -4.31354 2.21510 -1.55800
H 4.43171 0.93032 -2.47138
H 2.98567 -4.75054 -1.95618
H 0.60029 -5.01248 -2.42782
H 3.83574 -3.16667 -0.18432
H -1.05593 1.65003 -3.75343
H -1.05803 -3.67569 -0.98643
H 2.22421 -1.77419 0.99073
H 0.07487 2.50907 2.28252
H -2.38134 1.42062 0.40416
H 1.22388 1.33010 -3.06885
H 0.49523 1.69010 4.55803
H 0.43393 -2.25433 2.85748
H 2.19513 1.53380 0.61550
H -4.34732 4.25896 -1.77117
H -5.19437 3.39072 -3.07224
H -5.97729 3.56025 -1.50327
H -4.90331 1.33619 -1.75892
H -4.08643 2.43281 -0.51521
*
```

***

2.
This record from the Open Molecules 2025 dataset describes a single C22H18N4O3S molecule. The level of theory is wB97M-V/def2-TZVPD.

Energy relative to the best compared isomer or geometry (same formula, charge and spin), kJ/mol: 223.4
SMILES string: O=C(CSc1nnc(COc2cccc3cccnc23)o1)N1CCc2ccccc21
E_HOMO, eV: -8.013
Orbital gap, eV: 8.4

```
! wB97M-V def2-TZVPD RIJCOSX def2/J DEFGRID3
* xyz 0 1
O -0.08746 -1.17893 2.47139
C 1.10489 -1.28490 2.26478
N 1.63413 -2.10838 1.33142
C 0.88819 -2.91868 0.45995
C -0.47704 -3.14394 0.43479
C -0.98002 -3.98257 -0.55024
C -0.14647 -4.58508 -1.47658
C 1.22472 -4.36660 -1.43481
C 1.73398 -3.53490 -0.46224
C 3.15460 -3.13030 -0.20813
H 3.80975 -3.99449 -0.09760
H 3.53478 -2.52563 -1.03422
C 3.06161 -2.31134 1.08897
H 3.49447 -2.86140 1.93225
H 3.57638 -1.35422 0.99747
H 1.88154 -4.83901 -2.14973
H -0.56193 -5.23263 -2.23372
H -2.04307 -4.16612 -0.58779
H -1.13035 -2.68678 1.15840
C 2.09229 -0.46762 3.08859
H 1.53811 0.03697 3.87972
H 2.87690 -1.08908 3.51866
S 2.98503 0.80559 2.11745
C 1.69269 1.84948 1.64576
N 1.77898 2.78775 0.75936
N 0.57861 3.40211 0.74093
C -0.17917 2.79312 1.59216
O 0.47802 1.79817 2.23467
C -1.58838 3.10986 1.95351
H -1.60582 3.69824 2.88001
O -2.22630 3.92227 1.00450
C -2.23854 3.58576 -0.31465
C -2.73690 4.54947 -1.16694
C -2.82032 4.33354 -2.54350
C -2.39913 3.15282 -3.09216
C -1.88629 2.14102 -2.26241
C -1.43242 0.90096 -2.76432
C -0.95825 -0.05111 -1.90576
C -0.94317 0.24511 -0.53288
N -1.34635 1.37822 -0.03481
C -1.81222 2.34217 -0.85441
H -0.59677 -0.48168 0.18745
H -0.60475 -1.01073 -2.25173
H -1.46864 0.72556 -3.83091
H -2.45244 2.98021 -4.15693
H -3.21608 5.11664 -3.17263
H -3.05919 5.48568 -0.73990
H -2.12216 2.16539 2.11682
*
```

***

3.
This record from the Open Molecules 2025 dataset describes C22H18OPtSSiTe4 as an isolated structure. The level of theory is wB97M-V/def2-TZVPD.

Energy relative to the best compared isomer or geometry (same formula, charge and spin), kJ/mol: 0.0
E_HOMO, eV: -1.095
Orbital gap, eV: 5.0

```
! wB97M-V def2-TZVPD RIJCOSX def2/J DEFGRID3
* xyz -2 1
Pt 0.59634 0.18755 -0.06673
Te 0.64366 -1.78210 1.69401
Te 1.02132 0.81508 2.52958
Te 0.65704 2.89200 0.05108
Te 0.53620 1.54236 -2.33577
C 5.60342 -3.05026 1.95527
C 5.16513 -3.41733 0.69067
C 4.36865 -2.55002 -0.04714
C 3.97790 -1.30304 0.44659
C 4.43409 -0.95703 1.72163
C 5.23392 -1.81281 2.46599
Si 2.88683 -0.16769 -0.64209
C 4.01163 1.35770 -0.84229
C 4.27466 2.22520 0.22184
C 5.14713 3.29657 0.08718
C 5.77320 3.53908 -1.12835
C 5.51712 2.70001 -2.20403
C 4.65010 1.62393 -2.05460
H 6.22264 -3.72274 2.53914
H 5.44180 -4.38227 0.27834
H 4.03188 -2.85281 -1.03322
H 4.13548 -0.01032 2.15571
H 5.55948 -1.51660 3.45745
H 3.07786 -0.85803 -1.95973
H 3.76663 2.07266 1.16838
H 5.32507 3.95538 0.93028
H 6.44962 4.38005 -1.23840
H 5.98974 2.88590 -3.16287
H 4.44929 0.98012 -2.90385
C -8.07024 -1.75645 -1.33987
C -9.15501 -1.01988 -0.60030
O -10.33098 -1.27164 -0.72399
S -8.68224 0.28280 0.51773
C -6.91404 0.30091 0.44073
C -6.16099 -0.50544 1.29338
C -4.78224 -0.51745 1.21068
C -4.09969 0.28081 0.27292
C -4.87619 1.10647 -0.56215
C -6.25502 1.11756 -0.47715
C -2.69034 0.25572 0.17530
C -1.47345 0.23061 0.08706
H -8.53806 -2.51081 -1.96827
H -7.37549 -2.21844 -0.63844
H -7.48183 -1.06480 -1.94264
H -6.66848 -1.13053 2.01930
H -4.19543 -1.14498 1.86865
H -4.36235 1.73671 -1.27608
H -6.83575 1.75835 -1.13090
*
```

***

4.
This record from the Open Molecules 2025 dataset describes C22H19B3F3HgNO28S as an isolated structure. The level of theory is wB97M-V/def2-TZVPD.

Energy relative to the best compared isomer or geometry (same formula, charge and spin), kJ/mol: 648.1
E_HOMO, eV: -4.386
Orbital gap, eV: 6.8

```
! wB97M-V def2-TZVPD RIJCOSX def2/J DEFGRID3
* xyz -2 1
Hg -0.18496 -0.18363 -0.88350
O 0.48722 0.06315 1.27762
C 0.45496 0.13682 2.53340
O 1.58613 0.39363 3.27503
B 1.20589 0.50055 4.65397
O -0.21340 0.03701 4.67753
C -0.72804 0.01264 3.52576
O -1.88032 -0.32631 3.28371
O 1.52333 1.79241 5.15505
C 2.33148 1.60334 6.29909
O 2.88332 2.41567 7.07494
C 2.74290 0.19656 6.32201
O 2.14290 -0.38204 5.36594
O 3.54080 -0.36916 7.12083
O -2.36010 4.30549 -1.54342
C -2.28028 3.86240 -0.39203
O -2.83376 4.33417 0.69981
B -2.26144 3.58130 1.81900
O -0.98508 3.01428 1.26234
C -1.18783 2.83016 -0.02089
O -0.52591 2.10471 -0.77533
O -2.09678 4.44822 2.96532
C -2.62705 3.76221 4.05854
O -2.56144 4.13590 5.24715
C -3.32419 2.48458 3.45199
O -3.24606 2.51877 2.21426
O -3.84936 1.50312 4.01916
O -1.20080 -2.02061 0.33209
C -1.30925 -3.07460 0.98058
O -0.67195 -4.16439 0.81419
B -0.82097 -5.18459 1.93749
O -2.03059 -4.62681 2.59045
C -2.28376 -3.41722 2.16998
O -3.11872 -2.70414 2.58289
O 0.35446 -5.06107 2.78944
C 1.04964 -6.12770 2.55231
O 2.20687 -6.29285 2.94060
C 0.15950 -7.11683 1.78605
O -0.97895 -6.57199 1.51769
O 0.42057 -8.28237 1.50843
C -4.92471 -1.48445 -1.04884
F -4.28096 -2.61593 -0.85702
F -5.06392 -1.16521 -2.32998
F -6.00396 -1.59457 -0.26952
S -3.84441 -0.06907 -0.23199
O -3.77426 -0.43806 1.20554
O -2.53817 0.10002 -0.79320
O -4.64545 1.12605 -0.43499
C 3.98256 0.39582 -2.86162
C 2.66551 1.05662 -2.41031
C 2.56349 2.47510 -3.08708
C 2.13284 2.42303 -4.51930
C 0.84758 1.66664 -4.65805
C 0.85860 0.27340 -4.04774
N 1.48114 0.19121 -2.69791
O 1.60487 -1.13654 -2.18122
C -0.59657 -0.28310 -3.85803
C 1.68885 -0.60263 -4.99933
C 2.76439 1.20671 -0.81765
H 4.84971 0.93590 -2.48154
H 4.18201 0.60702 -3.91220
H 4.12683 -0.66131 -2.63855
H 2.08996 3.29223 -2.54284
H 3.57426 2.85325 -3.24020
H 2.76432 1.94788 -5.27002
H 2.12150 3.42471 -4.94897
H 0.56742 1.63434 -5.71094
H -0.05887 2.10862 -4.24442
H -1.20017 0.24210 -3.11781
H -1.10599 -0.22690 -4.82003
H -0.60666 -1.30885 -3.48947
H 1.98198 -1.62918 -4.77937
H 0.97357 -0.82844 -5.79020
H 2.56243 -0.06739 -5.37146
H 2.80898 0.20865 -0.38177
H 1.91672 1.75417 -0.40554
H 3.70532 1.63233 -0.46893
H 2.30028 -1.57498 -2.67698
*
```